Record 1
The following is a DFT calculation (ωB97M-V/def2-TZVPD) of a 3-piece molecular cluster, C12H18O9 overall.

The geometry in XYZ format:
```
39
Properties=species:S:1:pos:R:3:nbo_charge:R:1
O -1.47291 1.56183 -4.08951 -0.4933
O -4.82890 -3.40906 2.32039 -0.4557
O -0.68923 3.70659 -4.33356 -0.5909
O 1.22176 1.88225 2.76353 -0.6042
O 0.64571 1.90753 -4.36107 -0.4854
O -4.59366 -5.09586 0.90841 -0.4827
O 2.63244 3.48183 3.38272 -0.4682
O -5.64969 -5.43656 2.81028 -0.5903
O 3.40750 1.86576 2.26807 -0.4798
C -1.00785 0.22796 -3.92306 -0.0884
C 4.46230 4.35848 4.64873 -0.6178
C -5.14549 -4.64486 2.03180 0.9558
C -0.52546 2.49514 -4.15434 0.9669
C 0.46502 0.46928 -4.39937 0.0547
C 2.33661 2.38333 2.77236 0.9681
C 4.57498 2.41317 2.76785 -0.0951
C -3.69919 -4.14249 0.35161 0.0651
C 4.04613 3.73577 3.23130 0.0549
C -3.71497 -4.29323 -1.19930 -0.6190
C 1.62116 -0.00844 -3.46530 -0.6231
C -4.10938 -2.93484 1.12921 -0.1144
H 5.34803 2.42184 1.99946 0.2079
H 4.92794 1.81257 3.60618 0.1807
H 1.72160 -1.09053 -3.54954 0.2084
H -3.55040 -5.37024 -1.23222 0.2376
H 1.22236 0.00121 -2.45092 0.2109
H -1.67743 -0.38824 -4.52311 0.2127
H 4.37503 4.55482 2.59171 0.1922
H -4.77622 -2.35341 0.49253 0.1793
H 4.76731 5.38675 4.45446 0.2132
H -2.65884 -4.33031 0.61708 0.1724
H 3.61225 4.31879 5.32986 0.2393
H 5.32033 3.80393 5.02867 0.2087
H -2.84916 -3.86433 -1.70378 0.2167
H -1.06812 -0.06726 -2.87554 0.1873
H -4.65639 -3.92882 -1.61045 0.2183
H -3.39621 -2.15934 1.40866 0.2167
H 2.56868 0.50335 -3.63372 0.2397
H 0.79236 0.22560 -5.41009 0.2002
```

Calculated values
HOMO level = -10.57 eV

---

Record 2
The following is a DFT calculation (ωB97M-V/def2-TZVPD) of one molecule with the formula C6H12N2.

The geometry in XYZ format:
```
20
Properties=species:S:1:pos:R:3:nbo_charge:R:1
N -0.27548 0.17890 0.14655 -0.4125
N 2.28122 -1.96804 -0.04168 -0.3271
C 1.21035 0.33984 -0.02286 -0.1836
C 1.90888 -0.87101 -0.07170 0.2633
C -0.58819 -0.78882 1.15983 -0.4425
C -2.32349 -0.07036 -1.11532 -0.6255
C -0.85250 -0.12532 -1.23257 -0.2082
C 1.88897 1.35633 0.96757 -0.6078
H -0.45730 -1.04241 -1.65127 0.1749
H 0.15078 -0.76050 1.94575 0.2069
H -2.75062 0.02968 -2.06942 0.2186
H -1.51936 -0.58159 1.64652 0.2119
H -2.43260 0.83214 -0.51144 0.2189
H 2.78076 0.92415 1.54634 0.2297
H 2.03959 2.30491 0.46711 0.2220
H -0.38557 0.56030 -1.90273 0.1902
H -2.65078 -0.91665 -0.53620 0.2118
H 1.38618 0.84477 -0.99915 0.2393
H -0.42960 -1.75839 0.65642 0.1895
H 1.01878 1.51207 1.61827 0.2301
```

Calculated values
HOMO level = -9.27 eV

---

no.,F_max (hartree/bohr)
1,0.0970
2,0.0743